C47H49N12O3RuSSe | the ωB97M-V functional and the def2-TZVPD basis

```
114
Properties=species:S:1:pos:R:3:forces:R:3
H 3.568686 -5.645593 -4.798006 0.000 -0.003 0.002
H 1.247231 -5.973119 -4.019099 0.003 -0.004 -0.001
O 0.179120 1.472862 4.317606 -0.037 -0.088 -0.013
C -4.892241 -0.639042 3.529446 -0.027 0.039 0.068
H -0.525023 8.178412 2.374912 -0.003 -0.004 -0.002
H 0.237287 -6.092480 -0.643792 0.017 0.003 0.008
C 4.259216 -4.864399 -2.931926 0.001 -0.016 -0.023
C -3.593276 3.721367 -1.207252 0.016 -0.021 0.037
C 1.971311 2.644699 -2.960858 0.031 -0.003 0.018
C 6.673690 -2.078901 3.071797 0.014 0.023 0.032
C -4.051063 1.206704 -1.209991 0.095 0.006 -0.125
N -2.897180 -0.390713 2.278088 -0.242 -0.296 -0.010
C -3.676821 -0.252556 -6.219362 -0.057 0.008 0.016
H 5.279428 -4.718345 -3.260540 -0.004 0.003 -0.004
C 3.910023 -4.533581 -1.624146 0.140 0.044 -0.017
C 0.709225 5.249880 1.177081 0.017 0.009 -0.051
H 2.889710 2.422940 -3.507402 -0.009 0.010 -0.007
C -0.433178 4.322589 3.532334 0.046 0.058 -0.048
N -1.312135 0.369640 -3.428766 -0.055 -0.108 -0.096
N -1.474908 1.289860 2.400467 -0.438 -0.394 -0.124
H 0.098956 7.850113 0.752293 0.002 -0.001 0.002
H 2.285408 -0.673284 2.809451 -0.026 0.024 0.004
N -1.068519 -2.420550 -0.086389 -0.056 -0.086 -0.117
H 0.666248 0.075957 -2.887702 0.004 0.009 0.002
C -3.536150 0.494446 -3.588904 -0.108 0.042 0.166
H -3.490906 1.149368 -0.277969 0.017 -0.033 0.010
H 7.613829 -2.041807 2.538368 -0.002 0.002 0.002
C 0.680699 3.887659 1.421170 -0.006 0.034 0.038
C 1.992172 -5.567602 -3.345633 0.048 0.034 -0.012
H -5.217153 0.841065 5.057261 -0.004 -0.003 -0.003
H -3.124843 2.093685 4.531951 -0.012 0.000 0.002
H 2.100160 3.619687 -2.489930 -0.024 -0.003 0.006
C 0.769677 2.643634 -3.898925 0.013 0.001 -0.003
C -2.598872 0.724508 2.965676 0.128 0.195 -0.001
C 0.169770 6.161775 2.083307 0.007 0.022 0.003
H 5.235894 -1.118065 5.984812 0.001 -0.003 0.000
H -2.112618 -1.669621 -1.817680 -0.019 0.033 -0.018
H 1.122040 3.190405 0.721663 -0.036 -0.003 0.012
H -5.066732 2.675151 -2.406947 0.025 -0.004 0.006
C 1.646085 -5.240812 -2.042989 -0.004 -0.058 -0.004
H -4.223592 -1.946754 1.954539 0.003 0.003 -0.016
H -1.016817 -3.214197 3.212742 -0.008 0.026 0.001
N -1.100518 -3.477344 -2.063636 0.043 -0.037 0.123
C 6.549337 -1.545071 4.344240 -0.002 0.004 -0.002
C 0.101825 3.438310 2.601029 -0.045 0.131 0.046
C -0.071954 -2.719491 3.375092 0.040 -0.073 -0.066
H -5.440575 2.728614 -0.698306 -0.010 0.009 -0.006
H -1.531493 -0.406048 -6.204197 0.001 0.010 0.001
H 0.104182 -3.945116 0.888291 0.017 0.028 -0.006
H -2.688344 3.496568 -1.783805 0.003 0.026 -0.004
H -5.703403 0.624495 -3.609919 0.013 0.018 -0.005
H -0.075513 1.472458 -5.509275 0.000 -0.003 0.004
C 5.563899 -2.658801 2.467430 0.089 -0.013 -0.108
N 0.706145 -3.012035 4.379276 0.088 0.086 -0.067
N -3.131605 0.820664 -2.294107 -0.116 -0.073 0.011
C -4.031753 -1.059899 2.544429 0.150 0.005 0.022
H -5.803705 -0.038957 -5.985971 0.005 -0.004 -0.011
N 6.144157 -3.710330 -0.919060 0.288 0.186 0.322
C -4.560103 0.500496 4.267906 -0.031 -0.060 -0.013
H 1.563186 1.026398 -5.088674 0.005 0.021 0.005
C 0.233584 7.637584 1.812204 -0.009 -0.020 -0.005
H -0.146792 2.865338 -3.339451 -0.008 0.013 -0.004
H -0.852846 3.956727 4.460649 0.003 -0.009 -0.003
C 0.095634 0.178602 -3.809268 -0.101 -0.003 0.040
N 1.757602 -2.174429 4.212512 0.044 -0.103 0.185
H -5.799898 -1.189922 3.726598 -0.004 0.010 0.011
H -3.992017 4.643125 -1.632385 -0.028 0.002 0.013
H -3.763089 -0.542775 -7.257188 -0.011 -0.001 0.001
C 1.586299 -1.419079 3.144795 0.027 0.038 -0.202
C 5.325915 -1.565472 5.002305 0.022 0.007 -0.043
C -1.488401 -2.431115 -1.387231 -0.089 -0.008 0.018
C -3.233182 3.951416 0.259629 0.005 -0.007 -0.022
H 2.360090 -4.488290 -0.158906 -0.004 -0.014 -0.006
C -3.404150 1.202014 3.989695 0.024 0.020 0.055
C 2.609698 -4.728874 -1.185931 -0.033 0.003 0.060
H -4.130438 4.148122 0.850847 0.001 0.017 -0.014
C 5.643943 -3.165501 1.095912 -0.162 0.081 0.338
C 3.299931 -5.381964 -3.784296 -0.023 0.005 0.008
Ru -0.871439 -0.495745 1.203196 0.106 0.182 -0.103
H 0.875460 3.453894 -4.621600 0.011 -0.005 -0.008
Se -0.757934 1.174739 -0.732468 0.395 0.184 -0.219
H 1.207727 8.034305 2.104479 0.006 -0.013 0.005
C 0.246037 -5.459385 -1.530804 -0.046 0.132 0.026
C -2.426509 -0.176261 -5.643430 -0.029 -0.018 0.041
C 0.603338 1.332418 -4.664901 0.017 0.005 -0.020
H 2.778554 -3.096153 5.730353 0.003 -0.025 -0.018
H -2.567823 4.809308 0.373252 -0.006 -0.028 -0.026
N -0.401557 -4.191598 -1.153859 -0.112 -0.157 -0.161
H 1.166249 5.616264 0.265882 0.003 -0.002 0.003
S -0.056004 1.742188 2.931107 0.375 -0.019 0.057
C 4.909861 -3.977682 -0.710156 -0.349 -0.137 -0.117
C -4.800657 0.412523 -4.165896 0.014 -0.039 0.001
N 0.435163 -1.744274 2.552680 -0.190 -0.011 0.374
C 2.900339 -2.189754 5.139872 -0.101 -0.001 -0.105
H 7.406372 -1.090226 4.821584 0.000 -0.002 0.000
H 2.806289 -1.334915 5.808400 0.013 0.001 0.017
C 4.219867 -2.155221 4.402399 -0.013 0.019 0.070
C -0.388186 -3.564461 0.009193 0.049 0.099 0.150
C -4.621447 2.606813 -1.411750 0.031 0.007 0.009
H -4.833364 0.447477 -1.181730 -0.052 0.029 -0.015
H 0.148299 -0.771673 -4.341738 -0.004 0.006 -0.015
H 1.872461 1.906887 -2.161537 -0.003 -0.009 -0.014
C 4.352209 -2.717286 3.142705 -0.037 -0.051 0.009
H -0.393648 -5.913288 -2.282740 0.006 -0.004 -0.011
N 6.632169 -3.169173 0.281522 -0.026 -0.168 -0.433
O 0.798279 1.021183 1.939677 -0.023 0.175 0.102
C -0.397789 5.677829 3.262411 -0.004 -0.002 0.025
C -1.793300 0.731819 -2.233318 -0.017 0.075 0.105
O 4.504208 -3.664125 0.547015 0.112 0.016 -0.050
H -0.805923 6.375049 3.983125 -0.004 0.000 -0.008
C -2.384994 0.206695 -4.305480 0.206 0.019 -0.043
H -2.719192 3.093044 0.698568 0.000 -0.041 0.006
H 3.512578 -3.203149 2.663651 -0.005 0.003 0.003
C -4.845177 0.036531 -5.491650 0.032 -0.013 -0.050
```
Positions in Å, forces in eV/Å.

2S+1   6
Energy relative to the best compared isomer or geometry (same formula, charge and spin)   6.9 kcal per mole
Kohn-Sham gap (spin up / spin down)   8.3 / 5.5 eV
Charge   +2